1.
Molecular formula: C3H5FO3
Method: DFT, wB97M-V/def2-TZVPD

Output
- Frontier orbital gap: 8.9 eV
- Maximum force: 2.740 eV/A
- Spin multiplicity: 1
- HOMO: -8.47 eV
- Relative energy (zero: lowest compared OMol25 entry of this formula, charge and spin): 2.361 eV

Each line ends with the natural charge from an NBO analysis.
Positions of all 12 atoms, in Å:
C1 -1.544 0.261 -0.597  -0.033
H1 0.323 -1.482 1.298  0.528
H2 1.321 1.185 -0.115  0.125
O1 -0.542 -1.383 0.830  -0.718
O2 -2.456 0.760 0.333  -0.710
C2 2.165 0.584 0.080  0.298
H3 -1.765 0.778 -1.584  0.205
H4 -2.249 0.795 1.239  0.489
H5 3.073 0.865 -0.517  0.107
F1 0.136 -1.188 -1.343  -0.326
O3 2.160 -0.444 0.717  -0.529
C3 -0.624 -0.729 -0.341  0.565


2.
Molecular formula: C6H13N
Method: DFT, wB97M-V/def2-TZVPD

Output
- Frontier orbital gap: 8.9 eV
- Maximum force: 4.448 eV/A
- Spin multiplicity: 1
- HOMO: -7.83 eV
- Relative energy (zero: lowest compared OMol25 entry of this formula, charge and spin): 2.926 eV

Each line ends with the natural charge from an NBO analysis.
Positions of all 20 atoms, in Å:
H1 0.784 -0.803 -1.439  0.215
H2 -2.396 1.348 -0.780  0.208
C1 -0.109 1.241 -1.068  -0.393
C2 -0.108 -0.904 0.493  0.215
H3 -1.153 -2.491 1.458  0.184
H4 -0.947 -0.532 -1.372  0.227
H5 0.225 1.815 -0.126  0.204
C3 -0.007 -0.304 -0.936  -0.466
H6 -1.890 1.941 -2.247  0.200
H7 2.321 -0.221 0.359  0.211
H8 0.404 1.514 -1.966  0.202
H9 2.335 0.310 2.076  0.202
H10 -1.447 2.995 -0.748  0.216
C4 -0.913 -1.976 0.588  -0.514
H11 2.563 -1.540 1.908  0.181
N1 0.588 -0.447 1.530  -0.626
C5 2.089 -0.495 1.431  -0.413
H12 -1.145 -2.625 -0.336  0.196
H13 0.426 -0.809 2.393  0.367
C6 -1.620 1.983 -1.218  -0.615


3.
Molecular formula: C42H34BF5IrN2O5PS
Method: DFT, wB97M-V/def2-TZVPD

Output
- Frontier orbital gap: 7.9 eV
- Maximum force: 3.873 eV/A
- Spin multiplicity: 1
- HOMO: -7.98 eV

Each line ends with the Mulliken charge.
Positions of all 92 atoms, in Å:
H1 4.238 4.418 -1.361  0.497
H2 5.897 4.192 -3.214  0.396
C1 -6.086 3.058 -2.555  -0.396
C2 2.261 0.430 4.972  -0.578
C3 5.190 3.395 -3.024  -0.606
C4 0.585 3.649 1.002  -1.527
H3 3.792 -2.873 4.193  0.450
H4 5.933 2.186 -4.624  0.400
C5 2.128 -3.919 -1.995  0.743
C6 -4.275 0.967 -2.160  -0.497
F1 2.607 -4.960 -2.679  -0.326
H5 0.558 3.900 -0.056  0.389
H6 -1.033 -3.697 3.459  0.494
Ir1 0.525 0.245 0.110  1.974
C7 -4.303 -3.423 -4.621  -0.417
H7 -2.829 2.113 0.894  0.325
C8 -4.929 2.977 -3.316  -1.044
C9 3.218 0.102 4.016  0.493
H8 0.191 4.485 1.586  0.587
H9 1.903 1.473 6.803  0.415
B1 1.805 1.110 -1.075  1.194
F2 3.370 -1.126 -0.142  -0.531
F3 -0.075 -4.555 -2.502  -0.332
C10 -1.825 0.293 -2.053  -0.382
H10 0.288 -5.240 4.868  0.401
C11 2.635 1.207 6.052  -0.725
O1 -1.787 -0.626 1.230  -0.705
C12 2.446 -1.963 -0.678  0.310
C13 -5.439 1.051 -1.402  -0.171
H11 0.398 2.104 3.513  0.270
C14 -6.341 2.086 -1.600  -0.926
C15 -4.890 -3.346 -3.367  -1.058
H12 -7.241 2.133 -1.001  0.404
C16 4.270 3.533 -1.982  -0.993
C17 -3.052 -1.419 -4.144  -0.061
O2 2.444 0.489 -2.167  -0.246
H13 1.623 3.468 1.275  0.294
H14 -3.979 -1.243 -0.117  0.373
C18 -3.628 -1.344 -2.881  -0.389
H15 -2.918 -2.509 -5.979  0.427
C19 3.952 1.646 6.173  -0.408
C20 -1.995 2.761 0.618  -1.557
H16 -1.163 1.268 3.379  0.297
H17 4.318 0.319 -4.231  0.530
C21 -4.031 1.936 -3.127  -0.043
C22 -3.387 -2.456 -5.004  -1.094
C23 2.735 -3.057 4.042  -0.580
C24 0.020 -3.515 3.627  -0.775
H18 -2.171 3.758 1.026  0.654
H19 -5.040 -2.272 -1.538  0.247
C25 -3.300 -0.198 -1.923  3.008
C26 4.315 1.207 -3.613  -1.135
H20 -4.565 -4.227 -5.296  0.422
H21 5.921 1.641 5.323  0.407
S1 2.752 -0.765 2.539  0.146
P1 -0.406 2.135 1.253  1.372
H22 -5.653 0.306 -0.647  0.256
C27 0.289 -2.626 -1.181  -0.269
H23 -1.947 2.817 -0.469  0.242
C28 0.764 -4.382 4.412  -0.463
O3 -1.315 0.762 -3.045  -0.691
C29 1.089 -1.689 -0.538  -0.398
C30 4.899 1.299 5.224  -0.637
H24 5.257 0.250 3.374  0.482
O4 1.579 0.058 2.005  -0.783
H25 -2.332 -0.673 -4.449  0.525
C31 2.980 -3.040 -1.361  0.210
N1 -3.313 -0.615 -0.526  0.505
H26 -1.103 3.052 3.347  0.507
C32 4.532 0.522 4.131  -0.214
C33 1.967 -2.188 3.276  0.413
C34 3.400 2.488 -1.786  0.657
F4 -1.061 -2.558 -1.117  -0.405
N2 -1.240 0.146 -0.834  -0.171
C35 2.122 -4.157 4.615  -0.647
H27 0.048 -1.721 2.429  0.610
C36 -0.589 2.137 3.054  -1.448
C37 5.212 2.258 -3.821  -0.559
C38 0.619 -2.403 3.046  -0.236
C39 3.420 1.353 -2.581  0.442
H28 1.243 0.079 4.858  0.564
C40 0.767 -3.706 -1.902  0.329
H29 4.234 2.270 7.011  0.392
C41 -2.109 -0.411 0.055  -0.960
F5 4.304 -3.235 -1.423  -0.339
H30 -4.717 3.733 -4.061  0.420
O5 2.404 2.367 -0.847  -0.235
H31 -6.788 3.867 -2.711  0.410
H32 -5.608 -4.092 -3.054  0.402
H33 2.702 -4.840 5.221  0.406
H34 -3.131 1.882 -3.724  0.516
C42 -4.554 -2.313 -2.506  -0.253


4.
Molecular formula: C4H6ClNO2
Method: DFT, wB97M-V/def2-TZVPD

Output
- Frontier orbital gap: 10.0 eV
- Maximum force: 4.501 eV/A
- Spin multiplicity: 1
- HOMO: -10.44 eV
- Relative energy (zero: lowest compared OMol25 entry of this formula, charge and spin): 5.946 eV

Each line ends with the natural charge from an NBO analysis.
Positions of all 14 atoms, in Å:
N1 -1.771 0.940 -1.532  0.518
C1 -0.268 0.625 -1.480  -0.017
C2 0.249 -1.930 1.832  -0.395
H1 -0.731 -1.660 1.947  0.197
H2 0.906 0.151 2.083  0.193
O1 -2.574 0.085 -1.745  -0.337
C3 1.087 -0.935 1.897  -0.375
Cl1 -0.086 -1.015 -1.889  0.084
O2 -2.006 2.093 -1.333  -0.377
C4 0.594 1.602 -1.270  -0.378
H3 2.240 -1.101 1.901  0.179
H4 0.070 2.589 -1.061  0.268
H5 1.651 1.424 -1.163  0.239
H6 0.638 -2.869 1.812  0.200


5.
Molecular formula: C5H31N2O10
Method: DFT, wB97M-V/def2-TZVPD

Output
- Frontier orbital gap: 8.7 eV
- Maximum force: 4.791 eV/A
- Spin multiplicity: 1
- HOMO: -5.81 eV
- Relative energy (zero: lowest compared OMol25 entry of this formula, charge and spin): 1.420 eV
- Net charge: -1

Each line ends with the natural charge from an NBO analysis.
Positions of all 48 atoms, in Å:
C1 -2.311 1.254 -0.451  -0.229
O1 -0.576 0.162 -3.875  -0.974
O2 3.423 0.552 1.191  -0.993
H1 0.861 -1.630 -0.028  0.515
C2 -1.010 0.451 -0.239  -0.107
H2 -0.567 -2.447 -1.805  0.527
H3 -0.362 -0.575 1.414  0.352
N1 -2.287 1.862 -1.906  -0.888
O3 -3.354 -0.673 -2.715  -0.955
H4 -2.370 -1.774 -0.282  0.113
H5 -0.252 -0.664 -3.741  0.491
O4 0.891 -3.321 1.970  -0.998
H6 1.856 -3.347 1.813  0.466
H7 -3.257 0.647 -0.297  0.198
H8 0.922 -1.064 4.246  0.466
H9 -1.955 -2.418 1.299  0.153
H10 -2.342 2.268 0.187  0.181
H11 2.843 -0.159 0.803  0.509
H12 2.298 3.140 2.110  0.462
H13 -2.042 2.880 -1.824  0.355
H14 -1.496 0.054 -4.115  0.482
H15 0.653 2.665 -1.475  0.197
H16 -0.251 2.311 0.689  0.191
H17 -0.600 0.138 -1.186  0.206
H18 1.233 -1.691 2.878  0.503
H19 -1.557 1.432 -2.357  0.372
O5 -0.466 -2.442 -0.161  -0.958
H20 2.265 -1.172 -0.577  0.474
H21 0.748 0.907 1.032  0.198
O6 2.958 3.112 1.450  -0.985
H22 -0.650 1.690 2.818  0.487
H23 -3.309 0.149 -2.330  0.475
H24 0.574 -2.782 1.166  0.506
O7 0.190 2.003 3.253  -0.972
H25 2.023 2.149 -0.526  0.237
O8 1.606 -1.171 3.613  -0.992
C3 -1.551 -1.838 0.496  0.109
N2 -1.190 -0.522 0.889  -0.670
C4 0.177 1.459 0.251  -0.377
H26 -0.038 -3.196 -3.130  0.459
H27 3.210 2.183 1.388  0.491
H28 3.342 0.249 2.174  0.484
H29 -2.696 -1.216 -2.172  0.476
C5 1.068 1.901 -0.898  -0.617
O9 1.815 -1.404 0.270  -1.046
H30 1.147 1.022 -1.653  0.187
O10 -0.466 -2.425 -2.872  -1.048
H31 0.854 1.294 3.214  0.485


6.
Molecular formula: C5H6O
Method: DFT, wB97M-V/def2-TZVPD

Output
- Frontier orbital gap: 9.8 eV
- Maximum force: 3.723 eV/A
- Spin multiplicity: 1
- HOMO: -9.68 eV
- Relative energy (zero: lowest compared OMol25 entry of this formula, charge and spin): 3.423 eV

Each line ends with the natural charge from an NBO analysis.
Positions of all 12 atoms, in Å:
H1 -1.058 -1.395 0.960  0.239
H2 -1.791 0.998 0.717  0.217
H3 -0.791 -1.472 -0.787  0.259
C1 0.498 -0.365 0.170  0.196
C2 -1.817 0.319 -0.134  -0.589
C3 -0.835 -0.807 0.080  -0.516
H4 -1.560 0.880 -1.033  0.219
C4 1.663 -0.186 -0.081  -0.218
H5 -2.817 -0.100 -0.234  0.215
O1 2.659 1.747 1.050  -0.506
C5 2.617 0.603 0.631  0.378
H6 3.433 -0.127 0.375  0.107